[1]
Computed, not measured: C25H26Cl2IrNOP2 as an isolated structure, with ωB97M-V with the def2-TZVPD basis set.

```
58
Properties=species:S:1:pos:R:3:forces:R:3
Ir -0.285 -0.131 -0.049 -0.0873 0.0537 -0.3098
C -2.685 2.124 -1.448 -0.3338 -0.1923 -1.0463
C -2.310 2.042 -0.097 0.3354 -0.7381 0.4272
C -2.573 0.855 0.637 0.5630 0.2476 0.6171
C -3.108 -0.253 0.018 0.1512 -0.4081 -0.2206
C -3.185 -0.306 -1.470 0.0705 -0.0755 0.0056
C -3.159 1.037 -2.118 0.2648 0.2837 0.4432
H -2.631 3.075 -1.955 0.0680 0.1012 -0.0656
H -1.954 2.919 0.420 0.0786 0.0849 0.1446
H -2.547 0.908 1.719 0.0217 0.0024 0.0361
H -3.454 -1.113 0.569 -0.0199 -0.0785 0.1547
H -3.977 -0.958 -1.839 0.1789 0.1557 0.1084
H -3.439 1.097 -3.155 -0.1375 0.0526 -0.2227
C 1.896 -1.410 2.715 -0.2820 -0.1309 -0.6500
P 0.366 -0.492 2.328 0.5627 1.1448 -0.7684
C -0.817 -1.242 3.492 -0.3268 -0.0284 -0.7618
C 0.698 1.227 2.870 -0.2844 -0.2288 -0.3398
C 0.570 1.575 4.210 0.0204 -0.1309 -0.0551
C 0.842 2.868 4.632 0.0421 0.0677 -0.0366
C 1.243 3.825 3.715 -0.0204 -0.0192 0.1182
C 1.362 3.496 2.375 0.0716 -0.1087 -0.1254
C 1.096 2.202 1.938 -0.2268 -0.1074 -0.3453
P 1.307 1.776 0.168 -0.2579 -0.9141 1.1245
C 3.097 1.453 0.001 -0.3984 -0.3841 -0.3081
C 1.118 3.299 -0.814 -0.4747 -0.5114 -0.2269
H 2.075 -1.369 3.791 -0.1535 0.1346 0.0050
H 2.761 -0.995 2.204 0.0224 0.0582 -0.0449
H 1.772 -2.452 2.426 0.0527 -0.0972 -0.0004
H -0.419 -1.238 4.509 0.1786 0.1279 -0.1410
H -0.965 -2.283 3.202 -0.0353 -0.0397 0.0015
H -1.777 -0.732 3.478 -0.0448 0.0328 0.0366
H 0.257 0.846 4.941 -0.0395 -0.0722 0.0994
H 0.732 3.125 5.674 0.0030 0.0135 0.0969
H 1.461 4.831 4.041 -0.0052 0.0854 0.0205
H 1.669 4.260 1.678 0.0343 0.1001 -0.0599
H 3.643 2.349 0.302 -0.1427 0.0607 0.0475
H 3.335 1.236 -1.040 0.0640 -0.0307 -0.0670
H 3.422 0.624 0.624 -0.0283 -0.0468 0.0517
H 1.837 4.055 -0.493 0.0283 -0.1773 0.1433
H 0.110 3.700 -0.747 -0.0120 0.0517 0.0190
H 1.336 3.064 -1.856 -0.0255 -0.0121 -0.0573
Cl -3.923 -2.050 -3.972 0.0647 -0.0028 -0.0264
C -2.285 -2.474 -3.662 0.9243 0.8810 1.2056
C -1.715 -3.447 -4.486 0.8720 -0.5384 -0.2149
C -0.391 -3.837 -4.370 -0.7492 0.7742 0.4916
Cl 0.256 -4.975 -5.444 0.0799 -0.2073 -0.1150
C 0.427 -3.258 -3.342 -0.2444 0.0173 -0.1794
C 1.760 -3.635 -3.126 0.0611 0.1815 0.2523
C 2.469 -3.067 -2.090 -0.2042 0.0378 -0.0769
C 1.840 -2.113 -1.291 0.6134 -0.2721 -0.0770
N 0.590 -1.721 -1.480 0.0935 1.3314 1.8979
C -0.134 -2.273 -2.488 -1.6124 -0.1060 -0.6611
C -1.507 -1.859 -2.656 0.6617 -2.5328 -2.2664
O -1.845 -0.907 -1.805 -0.1421 2.2030 2.0255
H -2.332 -3.902 -5.248 -0.0279 0.0068 -0.0583
H 2.208 -4.373 -3.772 0.0905 -0.0925 -0.0452
H 3.491 -3.351 -1.892 0.0552 0.0201 0.0415
H 2.375 -1.651 -0.471 -0.0113 -0.0280 -0.0419
```
Positions in Å, forces in eV/Å.

LUMO (spin up / spin down) = -0.4240 / -0.4279 hartree
Orbital gap (spin up / spin down) = 0.1778 / 0.1727 hartree
Multiplicity = 2
Net charge = +3
ΔE to the lowest compared entry with this formula, charge and spin = 97.5 kcal per mole
<S²> = 0.842
Largest force on an atom = 3.46 eV/A

[2]
Computed, not measured: C25H26Cl2N6O4Ru as an isolated structure, with ωB97M-V with the def2-TZVPD basis set.

```
64
Properties=species:S:1:pos:R:3:forces:R:3
Ru 0.152 -0.527 0.340 -0.3363 -0.4320 0.4313
C -1.762 -4.378 0.955 -0.0565 0.0195 -0.0497
C -0.883 -3.178 0.862 -0.1823 -0.1285 0.0771
N -1.280 -2.034 0.434 0.2166 0.2561 -0.0584
O -2.552 -1.933 -0.021 -0.0201 0.1216 -0.0606
C 0.500 -3.206 1.295 0.1472 -0.0677 0.0866
C 1.150 -4.395 1.913 0.0529 0.0158 -0.0165
N 1.143 -2.075 1.184 0.0973 0.1913 0.0062
O 2.339 -1.937 1.634 -0.1723 0.0117 -0.0173
H -2.807 -4.096 0.863 0.0055 -0.0055 -0.0039
H -1.602 -4.884 1.906 -0.0073 0.0067 0.0069
H -1.522 -5.086 0.160 -0.0009 -0.0145 -0.0166
H -2.636 -0.952 -0.175 0.0164 -0.0730 0.0133
H 0.702 -5.319 1.553 0.0125 0.0069 0.0001
H 1.056 -4.372 3.002 0.0043 0.0218 -0.0009
H 2.214 -4.383 1.681 -0.0096 -0.0249 0.0024
Cl -4.140 5.726 -1.430 -0.0184 0.0294 -0.0113
C -3.414 4.183 -1.145 -0.0047 -0.0466 0.0097
C -4.192 3.136 -0.646 0.0115 0.0148 -0.0203
C -3.629 1.909 -0.393 0.1007 0.0323 -0.0072
Cl -4.661 0.616 0.125 -0.0025 -0.0381 0.0176
C -2.241 1.650 -0.569 -0.0664 0.2650 0.0397
O -1.743 0.500 -0.226 0.4380 -0.2342 -0.1613
C -1.510 2.710 -1.173 -0.1227 -0.1620 -0.0169
C -0.195 2.476 -1.716 0.0250 -0.0375 0.1541
O 0.451 1.447 -1.578 0.1328 0.0226 -0.2947
C -2.098 3.957 -1.445 0.0061 -0.0600 0.0406
H -5.249 3.286 -0.469 -0.0021 -0.0024 0.0004
H 0.221 3.289 -2.335 -0.0097 0.0519 0.0429
H -1.502 4.734 -1.905 0.0049 0.0087 -0.0096
N 0.810 -1.238 -1.549 -0.1504 0.2581 -0.0506
C 2.256 -1.105 -1.592 -0.0374 0.0162 0.0554
C 3.050 -1.803 -2.450 -0.0274 0.0261 -0.0412
C 4.441 -1.562 -2.484 0.0073 -0.0227 -0.0025
C 4.997 -0.605 -1.688 -0.0096 0.0314 0.0126
C 4.192 0.125 -0.780 -0.0082 -0.0237 0.0136
C 4.693 1.132 0.074 -0.0099 -0.0083 0.0010
C 3.846 1.774 0.931 0.0102 0.0032 -0.0138
C 2.502 1.374 0.990 -0.0279 0.0963 0.0752
N 2.014 0.424 0.230 -0.1323 0.0814 -0.2095
C 2.821 -0.166 -0.702 0.0597 -0.0540 -0.0303
H 0.512 -2.158 -1.862 -0.0027 0.0151 0.1035
H 0.404 -0.530 -2.165 0.0141 -0.0927 -0.0531
H 2.613 -2.529 -3.126 -0.0047 0.0009 -0.0020
H 5.056 -2.130 -3.167 0.0079 -0.0011 -0.0107
H 6.058 -0.397 -1.732 0.0058 0.0012 0.0006
H 5.743 1.388 0.034 0.0214 0.0036 -0.0015
H 4.190 2.564 1.581 0.0042 0.0165 0.0131
H 1.815 1.830 1.691 0.0413 0.0206 -0.0350
C 1.787 0.054 5.489 0.0191 -0.0073 0.0155
C 0.759 0.210 4.425 -0.0685 0.0149 -0.0179
C -0.561 0.604 4.480 0.1019 0.0558 -0.0124
C -1.047 0.527 3.168 -0.0373 0.0721 -0.0097
N -0.074 0.112 2.354 0.0709 -0.0446 -0.0725
N 1.024 -0.056 3.138 0.0300 -0.1786 0.0772
C -2.424 0.856 2.718 -0.0321 -0.0412 -0.0112
H 1.385 0.376 6.447 0.0027 -0.0024 -0.0053
H 2.673 0.651 5.271 0.0117 0.0061 0.0103
H 2.097 -0.987 5.580 0.0109 -0.0072 0.0074
H -1.111 0.918 5.349 -0.0173 0.0083 0.0242
H 1.819 -0.585 2.756 -0.0939 0.0003 -0.0260
H -3.033 1.118 3.580 -0.0061 -0.0091 0.0028
H -2.885 0.009 2.213 -0.0064 0.0140 -0.0164
H -2.426 1.698 2.028 -0.0071 0.0018 0.0257
```
Positions in Å, forces in eV/Å.

LUMO (spin up / spin down) = -0.1181 / -0.1567 hartree
Orbital gap (spin up / spin down) = 0.2690 / 0.2305 hartree
Multiplicity = 2
Net charge = +1
ΔE to the lowest compared entry with this formula, charge and spin = 8.7 kcal per mole
<S²> = 0.759
Largest force on an atom = 0.70 eV/A

[3]
Computed, not measured: C25H26Cl5IN2Ru as an isolated structure, with ωB97M-V with the def2-TZVPD basis set.

```
60
Properties=species:S:1:pos:R:3:forces:R:3
Ru -1.295 1.667 1.680 -0.1032 -0.1845 0.0716
Cl -2.535 1.027 3.658 0.0744 0.0597 0.0304
C -1.586 1.106 5.128 0.0221 0.0279 -0.0665
C -0.289 1.597 5.157 -0.1489 -0.0158 -0.0348
C 0.401 1.624 6.365 0.0719 0.0144 -0.0060
Cl 2.008 2.227 6.431 -0.0131 0.0009 0.0139
C -0.200 1.157 7.534 0.0034 -0.0068 -0.0151
Cl 0.660 1.180 9.011 -0.0055 0.0056 0.0045
C -1.504 0.664 7.494 -0.0058 0.0024 -0.0220
Cl -2.245 0.083 8.919 -0.0014 0.0051 0.0032
C -2.201 0.640 6.286 0.0040 -0.0231 0.0501
Cl -3.801 0.027 6.236 0.0010 0.0083 -0.0033
C 0.528 -4.081 -2.233 -0.0010 -0.0016 -0.0024
C -0.006 -4.206 -0.806 -0.0114 -0.0033 0.0008
C 1.026 -4.962 0.043 0.0029 -0.0027 0.0047
C -1.325 -4.993 -0.839 0.0012 0.0016 0.0013
C -0.264 -2.849 -0.168 0.0116 0.0077 0.0153
C -0.750 -2.763 1.137 -0.0036 0.0064 -0.0133
C -0.988 -1.528 1.697 -0.0169 -0.0011 0.0350
N -0.763 -0.381 1.051 0.0036 0.1862 -0.0471
C -0.286 -0.434 -0.202 0.0040 -0.0640 -0.0006
C -0.037 -1.647 -0.829 -0.0001 -0.0201 -0.0048
C -0.042 0.875 -0.864 0.0148 0.0470 -0.0257
C 0.572 0.978 -2.104 0.0014 -0.0033 -0.0142
C 0.806 2.215 -2.690 0.0026 0.0067 -0.0150
C 0.402 3.331 -1.960 0.0011 -0.0109 0.0129
C -0.198 3.171 -0.732 -0.0038 0.0095 -0.0004
N -0.428 1.972 -0.185 -0.0011 -0.0176 0.0416
C 1.474 2.377 -4.048 0.0010 0.0162 0.0044
C 0.513 3.124 -4.984 -0.0035 -0.0015 0.0038
C 1.831 1.033 -4.681 0.0006 -0.0013 0.0056
C 2.760 3.197 -3.868 -0.0010 -0.0017 -0.0031
H 0.697 -5.078 -2.640 0.0003 -0.0003 -0.0001
H 1.481 -3.549 -2.266 -0.0006 -0.0007 0.0004
H -0.182 -3.576 -2.891 -0.0001 0.0016 0.0012
H 1.221 -5.938 -0.402 -0.0003 -0.0002 -0.0003
H 0.673 -5.127 1.061 -0.0006 0.0024 -0.0013
H 1.970 -4.416 0.093 -0.0001 0.0002 -0.0005
H -1.156 -5.971 -1.291 0.0012 0.0004 -0.0001
H -2.080 -4.471 -1.429 -0.0002 -0.0001 0.0002
H -1.727 -5.154 0.162 -0.0004 -0.0007 -0.0004
H -0.953 -3.650 1.720 0.0010 0.0021 0.0022
H -1.379 -1.437 2.703 -0.0007 -0.0079 0.0021
H 0.331 -1.664 -1.842 -0.0022 0.0327 -0.0039
H 0.880 0.082 -2.619 -0.0071 -0.0198 0.0207
H 0.554 4.334 -2.336 -0.0001 -0.0003 -0.0007
H -0.509 4.023 -0.145 -0.0061 0.0050 0.0032
H -0.417 2.569 -5.117 0.0002 0.0000 -0.0003
H 0.978 3.248 -5.963 0.0015 0.0000 -0.0002
H 0.266 4.117 -4.607 -0.0011 -0.0011 0.0030
H 0.946 0.415 -4.850 0.0008 -0.0004 -0.0013
H 2.543 0.471 -4.071 -0.0017 -0.0005 0.0021
H 2.298 1.206 -5.650 0.0003 -0.0001 -0.0008
H 2.556 4.188 -3.462 0.0028 0.0008 -0.0021
H 3.249 3.329 -4.835 -0.0008 0.0001 -0.0001
H 3.459 2.692 -3.200 -0.0007 -0.0003 -0.0002
I 0.658 2.327 3.438 0.0398 -0.0197 -0.0001
C -2.561 2.947 1.369 0.1028 -0.0656 -0.0921
H -2.599 3.516 0.435 -0.0187 0.0702 0.0340
H -3.434 3.134 2.001 -0.0105 -0.0437 0.0108
```
Positions in Å, forces in eV/Å.

LUMO (spin up / spin down) = -0.1160 / -0.1294 hartree
Orbital gap (spin up / spin down) = 0.2690 / 0.2783 hartree
Multiplicity = 2
Net charge = +1
ΔE to the lowest compared entry with this formula, charge and spin = 21.0 kcal per mole
<S²> = 0.771
Largest force on an atom = 0.22 eV/A

[4]
Computed, not measured: C25H26F6N6O4RhS2Se as an isolated structure, with ωB97M-V with the def2-TZVPD basis set.

```
71
Properties=species:S:1:pos:R:3:forces:R:3
Rh 0.136 -0.108 -0.035 -0.1111 -0.0523 -0.0331
C 2.391 2.759 0.541 -0.0289 -0.0265 -0.0113
C 2.811 2.090 1.843 0.0277 0.0066 0.0289
C 2.389 0.627 1.900 -0.0984 -0.0042 -0.0622
N 0.943 0.450 1.753 0.1015 0.0045 0.0284
C 0.157 0.376 2.787 -0.0071 0.1105 0.1212
C 0.620 0.749 4.101 -0.0542 -0.0394 -0.1511
C -0.010 0.769 5.308 -0.0038 0.0066 0.0502
C -1.312 0.373 5.656 -0.0716 -0.0461 -0.0935
C -2.267 -0.141 4.806 0.0476 0.0316 0.2115
C -2.219 -0.352 3.437 0.2070 0.0447 -0.3289
C -1.205 -0.107 2.483 -0.1922 -0.1134 0.3304
N -1.386 -0.399 1.200 0.0968 -0.0481 -0.1622
C -2.698 -0.821 0.723 0.0916 0.0310 0.0452
C -2.871 -0.683 -0.782 -0.0804 0.0270 -0.0193
C -1.977 -1.564 -1.642 0.0921 0.0201 -0.0540
N -0.631 -1.030 -1.671 -0.3075 -0.0777 0.2092
C 0.261 -1.340 -2.584 0.7471 0.4061 0.0705
C -0.040 -2.347 -3.570 0.0810 -0.2459 -0.4444
C 0.709 -2.718 -4.700 -0.3782 0.0637 0.4823
C 1.973 -2.354 -5.070 0.2989 0.0086 -0.3183
C 2.910 -1.499 -4.384 -0.2373 0.0535 0.2449
C 2.662 -0.754 -3.281 0.6393 0.0332 -0.3399
C 1.498 -0.575 -2.481 -1.0356 -0.1199 0.2343
N 1.486 0.385 -1.491 0.1583 -0.2047 0.1188
C 2.086 1.679 -1.763 -0.0623 0.0059 -0.0120
C 3.071 2.160 -0.701 0.0272 0.0120 -0.0186
H 2.585 3.830 0.597 0.0232 -0.0015 0.0065
H 1.307 2.672 0.441 0.0216 0.0104 -0.0076
H 2.381 2.638 2.687 -0.0154 -0.0123 0.0119
H 3.900 2.124 1.959 -0.0029 0.0215 -0.0182
H 2.738 0.147 2.817 0.0038 -0.0116 -0.0145
H 2.837 0.067 1.079 0.0319 0.0442 0.0052
H 1.630 1.131 4.117 0.0088 -0.0078 -0.0003
H 0.593 1.150 6.126 -0.0087 -0.0056 0.0060
H -1.587 0.471 6.699 0.0141 0.0054 0.0077
H -3.203 -0.427 5.274 -0.0030 0.0140 -0.0091
H -3.114 -0.798 3.032 -0.0240 0.0204 0.0248
H -3.467 -0.210 1.201 -0.0167 0.0056 -0.0420
H -2.865 -1.864 1.021 0.0161 -0.0105 0.0033
H -2.725 0.360 -1.071 0.0038 -0.0106 -0.0058
H -3.913 -0.936 -0.999 0.0048 0.0021 0.0002
H -2.388 -1.591 -2.654 -0.0237 0.0019 0.0108
H -1.970 -2.593 -1.259 0.0068 0.0066 0.0314
H -0.953 -2.902 -3.417 -0.0189 0.0099 0.0075
H 0.218 -3.436 -5.349 0.0058 -0.0208 -0.0030
H 2.336 -2.804 -5.989 0.0164 0.0265 0.0099
H 3.917 -1.462 -4.778 0.0058 -0.0429 -0.0479
H 3.520 -0.197 -2.916 -0.0360 -0.0264 0.0514
H 1.281 2.420 -1.843 -0.0032 0.0177 -0.0376
H 2.566 1.647 -2.745 0.0318 0.0153 0.0373
H 3.717 2.913 -1.159 -0.0264 0.0157 -0.0098
H 3.720 1.322 -0.428 0.0192 0.0103 -0.0017
F -4.105 2.342 0.619 -0.0316 -0.0567 0.0176
C -3.401 3.363 0.102 0.0282 0.0510 -0.0870
F -3.572 3.344 -1.216 -0.0309 0.0092 0.0449
F -3.901 4.498 0.586 0.0029 -0.0108 0.0377
S -1.614 3.150 0.565 0.1501 0.0196 0.2214
O -1.138 2.236 -0.450 0.0329 0.0145 -0.0257
O -1.669 2.692 1.927 -0.0594 0.0528 -0.1782
N -0.965 4.564 0.535 -0.0201 0.0391 -0.1408
S -0.586 5.346 -0.795 -0.0619 -0.2407 -0.0415
O 0.734 5.058 -1.279 -0.0932 0.0103 0.0333
O -1.666 5.450 -1.738 0.1257 0.0235 0.0765
C -0.443 7.011 -0.031 0.0181 0.1388 -0.0367
F -0.127 7.886 -0.996 -0.0129 -0.0136 0.0658
F 0.514 7.048 0.896 0.0163 -0.0102 0.0007
F -1.587 7.402 0.528 -0.0104 -0.0118 -0.0245
Se 4.073 -2.728 0.059 -0.1091 0.0886 0.0495
C 2.328 -2.378 0.314 0.1302 -0.1196 -0.1025
N 1.194 -2.143 0.470 -0.0575 0.0517 -0.0536
```
Positions in Å, forces in eV/Å.

LUMO (spin up / spin down) = 0.0772 / -0.0072 hartree
Orbital gap (spin up / spin down) = 0.1905 / 0.1722 hartree
Multiplicity = 5
Net charge = -1
<S²> = 6.136
Largest force on an atom = 1.07 eV/A